Version one
Here is the molecule C2H3N2OP from the OMol25 dataset. Energies are from ωB97M-V with the def2-TZVPD basis set.

Geometry as ORCA input:
```
! wB97M-V def2-TZVPD RIJCOSX def2/J DEFGRID3
* xyz 0 1
C 1.179 -0.193 0.142
C 1.047 -1.509 -0.053
N 0.221 0.794 0.002
N -1.020 0.435 0.098
O -1.892 1.493 0.097
P -1.664 -1.093 0.123
H 2.182 0.385 0.367
H 1.425 -2.474 -0.316
H -1.478 2.162 -0.460
*
```

## Properties
* E_LUMO (spin up / spin down): -0.810 / -0.769 eV
* HOMO-LUMO gap (spin up / spin down): 0.26882 / 0.27003 hartree
* M: 102.033 g/mol

Atomic partial charges in e from the Mulliken method, atoms 1 to 4: 0.08 -0.55 -0.74 0.75


Version two
Here is the molecule C2H3N2OP from the OMol25 dataset. Energies are from ωB97M-V with the def2-TZVPD basis set.

Geometry as ORCA input:
```
! wB97M-V def2-TZVPD RIJCOSX def2/J DEFGRID3
* xyz 0 1
O -2.300 0.407 -0.012
N -0.946 0.109 -0.002
N -0.134 1.131 0.033
C 1.105 0.690 0.063
C 1.252 -0.695 0.051
P -0.300 -1.445 0.003
H -2.771 -0.389 -0.298
H 1.903 1.407 0.094
H 2.191 -1.215 0.068
*
```

## Properties
* SMILES: On1nccp1
* E_LUMO: 0.586 eV
* HOMO-LUMO gap: 0.36141 hartree
* M: 102.033 g/mol

Atomic partial charges in e from the Mulliken method, atoms 1 to 4: -0.46 0.61 -0.63 -0.25


Version three
Here is a structure of composition C2H3N2OP from the OMol25 dataset. Energies are from ωB97M-V with the def2-TZVPD basis set.

Geometry as ORCA input:
```
! wB97M-V def2-TZVPD RIJCOSX def2/J DEFGRID3
* xyz 0 1
C 0.833 0.167 -0.839
C 1.353 -0.841 0.029
N -0.317 0.720 -0.600
N -0.941 0.197 0.359
O -2.062 0.747 0.910
P 0.303 -1.450 1.207
H 1.309 0.757 -1.551
H 2.411 -1.048 0.147
H -2.890 0.751 0.338
*
```

## Properties
* E_LUMO: -0.273 eV
* HOMO-LUMO gap: 0.29307 hartree
* M: 102.033 g/mol

Atomic partial charges in e from the Mulliken method, atoms 1 to 4: -0.35 -0.14 -0.42 0.17


Energy comparison, zero being the most stable, in kJ/mol: version one 427.2; version two 0.0; version three 188.7.


Version one
Here is a structure of composition C2H2FI3O from the OMol25 dataset. Energies are from ωB97M-V with the def2-TZVPD basis set.

Geometry as ORCA input:
```
! wB97M-V def2-TZVPD RIJCOSX def2/J DEFGRID3
* xyz 0 1
C 0.727 -0.976 -0.277
C -0.243 -0.275 -1.157
O -1.288 0.253 -0.928
F -0.786 1.620 1.757
I 2.535 0.170 -0.204
I -0.099 -1.432 1.640
I 0.389 -0.282 -3.199
H 0.966 -2.068 -0.772
H -0.980 1.735 2.680
*
```

## Properties
* E_LUMO: -0.614 eV
* HOMO-LUMO gap: 0.32149 hartree
* M: 441.747 g/mol

Atomic partial charges in e from the Mulliken method, atoms 1 to 4: -0.82 0.28 -0.39 -0.36


Version two
Here is a structure of composition C2H2FI3O from the OMol25 dataset. Energies are from ωB97M-V with the def2-TZVPD basis set.

Geometry as ORCA input:
```
! wB97M-V def2-TZVPD RIJCOSX def2/J DEFGRID3
* xyz 0 1
C 1.629 0.331 -0.711
C -1.646 -0.504 1.238
O -0.512 -0.861 1.399
F -2.374 0.005 2.177
I 0.627 -1.326 -1.573
I 0.910 2.141 -1.365
I -2.723 -0.329 -0.590
H 2.728 0.420 -0.990
H 1.360 0.123 0.415
*
```

## Properties
* E_LUMO: -0.144 eV
* HOMO-LUMO gap: 0.32795 hartree
* M: 441.747 g/mol

Atomic partial charges in e from the Mulliken method, atoms 1 to 4: -0.78 0.44 -0.41 -0.14


Energy comparison, zero being the most stable, in kJ/mol: version one 0.0; version two 6.2.


Version one
Here is a cluster of 2 separate species, C2H2FI3O in total from the OMol25 dataset. Energies are from ωB97M-V with the def2-TZVPD basis set.

Geometry as ORCA input:
```
! wB97M-V def2-TZVPD RIJCOSX def2/J DEFGRID3
* xyz 0 1
F -0.157 1.509 -1.235
C 0.156 1.179 0.011
I 2.200 1.418 0.446
C -0.716 0.739 0.896
I -2.749 0.498 0.451
H -0.426 0.470 1.895
O 1.044 -1.523 -0.828
I -0.148 -2.765 0.123
H 0.795 -1.525 -1.759
*
```

## Properties
* SMILES: F/C(I)=C\I.OI
* E_LUMO: -0.759 eV
* HOMO-LUMO gap: 0.30076 hartree
* M: 441.747 g/mol

Atomic partial charges in e from the Mulliken method, atoms 1 to 4: -0.24 0.29 0.11 -0.69


Version two
Here is a structure of composition C2H2FI3O from the OMol25 dataset. Energies are from ωB97M-V with the def2-TZVPD basis set.

Geometry as ORCA input:
```
! wB97M-V def2-TZVPD RIJCOSX def2/J DEFGRID3
* xyz 0 1
C 0.782 0.079 0.751
C -0.508 -0.132 -0.023
O -1.202 0.902 -0.291
F 0.002 -0.393 -2.024
I 2.100 -1.446 0.547
I 1.798 1.892 0.148
I -1.457 -2.020 0.198
H 0.451 0.331 1.718
H -1.967 0.788 -1.022
*
```

## Properties
* E_LUMO: -0.795 eV
* HOMO-LUMO gap: 0.30947 hartree
* M: 441.747 g/mol

Atomic partial charges in e from the Mulliken method, atoms 1 to 4: -0.87 0.17 -0.37 -0.59


Energy comparison, zero being the most stable, in kJ/mol: version one 0.0; version two 74.8.


Version one
Here is a cluster of 2 separate species, C7H16O in total from the OMol25 dataset. Energies are from ωB97M-V with the def2-TZVPD basis set.

Geometry as ORCA input:
```
! wB97M-V def2-TZVPD RIJCOSX def2/J DEFGRID3
* xyz 0 1
C 0.773 2.846 -0.682
C -0.695 2.741 -0.283
C -1.556 2.556 -1.518
O -2.418 1.738 -1.651
H 1.005 2.168 -1.498
H 1.431 2.607 0.152
H 1.023 3.853 -1.035
H -0.909 1.917 0.396
H -1.071 3.648 0.201
H -1.271 3.272 -2.322
C -0.116 -0.726 -0.892
C 0.004 -2.041 -0.114
C 0.383 -1.859 1.346
C 0.754 -3.177 2.029
H -1.074 -0.256 -0.667
H -0.031 -0.917 -1.957
H 0.667 -0.028 -0.591
H 0.710 -2.712 -0.616
H -0.949 -2.576 -0.178
H -0.453 -1.400 1.877
H 1.212 -1.149 1.425
H -0.067 -3.886 1.976
H 1.021 -3.013 3.071
H 1.628 -3.606 1.531
*
```

## Properties
* SMILES: CCC=O.CCCC
* E_LUMO: 0.998 eV
* HOMO-LUMO gap: 0.39668 hartree
* M: 116.204 g/mol

Atomic partial charges in e from the Mulliken method, atoms 1 to 4: -1.24 -0.23 -0.01 -0.47


Version two
Here is a cluster of 2 separate species, C7H16O in total from the OMol25 dataset. Energies are from ωB97M-V with the def2-TZVPD basis set.

Geometry as ORCA input:
```
! wB97M-V def2-TZVPD RIJCOSX def2/J DEFGRID3
* xyz 0 1
C -0.070 -1.554 -1.378
C -0.661 -0.235 -0.877
C 0.425 0.835 -0.743
C 1.554 0.358 0.172
C 2.145 -0.961 -0.328
C 1.059 -2.031 -0.462
H 0.335 -1.402 -2.397
H -0.861 -2.326 -1.442
H -1.123 -0.402 0.115
H -1.456 0.113 -1.565
H -0.012 1.775 -0.352
H 0.842 1.050 -1.745
H 2.345 1.130 0.237
H 1.149 0.206 1.191
H 2.607 -0.794 -1.320
H 2.940 -1.309 0.359
H 1.496 -2.971 -0.853
H 0.642 -2.246 0.540
C -2.135 1.809 2.159
O -2.751 2.233 0.947
H -2.390 2.562 2.923
H -1.036 1.757 2.071
H -2.508 0.827 2.494
H -2.535 1.575 0.254
*
```

## Properties
* SMILES: C1CCCCC1.CO
* E_LUMO: 0.956 eV
* HOMO-LUMO gap: 0.41714 hartree
* M: 116.204 g/mol

Atomic partial charges in e from the Mulliken method, atoms 1 to 4: -0.80 -0.39 -0.53 -0.57


Energy comparison, zero being the most stable, in kJ/mol: version one 33.0; version two 0.0.


Version one
Here is a cluster of 2 separate species, C7H16O in total from the OMol25 dataset. Energies are from ωB97M-V with the def2-TZVPD basis set.

Geometry as ORCA input:
```
! wB97M-V def2-TZVPD RIJCOSX def2/J DEFGRID3
* xyz 0 1
C 1.778 -0.428 -2.992
C 1.690 -0.741 -1.533
C 0.585 -1.023 -0.865
C 0.658 -1.362 0.587
C -0.010 -0.263 1.461
C -1.414 0.236 1.018
C -2.297 -1.013 0.983
H 2.301 0.496 -3.241
H 0.874 -0.329 -3.601
H 2.404 -1.180 -3.488
H 2.653 -0.779 -1.028
H -0.397 -1.058 -1.321
H 1.632 -1.333 1.089
H 0.206 -2.315 0.860
H -0.193 -0.545 2.508
H 0.703 0.577 1.513
H -1.463 0.850 0.109
H -1.799 0.975 1.738
H -2.278 -1.470 1.965
H -3.359 -0.796 0.760
H -2.084 -1.626 0.111
O 0.093 4.604 1.408
H 0.380 3.736 1.143
H -0.663 4.788 0.816
*
```

## Properties
* SMILES: C/C=C/CCCC.O
* E_LUMO: 0.771 eV
* HOMO-LUMO gap: 0.36991 hartree
* M: 116.204 g/mol

Atomic partial charges in e from the Mulliken method, atoms 1 to 4: -1.28 -0.10 -0.16 -0.58


Version two
Here is a cluster of 2 separate species, C7H16O in total from the OMol25 dataset. Energies are from ωB97M-V with the def2-TZVPD basis set.

Geometry as ORCA input:
```
! wB97M-V def2-TZVPD RIJCOSX def2/J DEFGRID3
* xyz 0 1
C 0.614 -1.447 1.007
C 0.724 -0.138 1.280
C 1.706 0.224 2.383
C 2.985 0.746 1.759
C 0.059 0.929 0.456
C -0.205 0.614 -1.063
C -1.665 0.140 -1.174
H 0.089 -1.910 0.186
H 1.063 -2.163 1.686
H 1.952 -0.585 3.071
H 1.300 1.021 3.010
H 3.622 1.280 2.466
H 3.592 -0.087 1.368
H 2.942 1.381 0.868
H 0.857 1.689 0.375
H -0.765 1.537 0.826
H 0.462 -0.083 -1.543
H -0.164 1.617 -1.496
H -2.373 0.839 -0.731
H -1.771 -0.892 -0.823
H -2.037 0.096 -2.200
O -3.359 -0.885 -3.484
H -3.222 -1.639 -4.114
H -3.976 -1.394 -2.942
*
```

## Properties
* SMILES: C=C(CC)CCC.O
* E_LUMO: 0.751 eV
* HOMO-LUMO gap: 0.35737 hartree
* M: 116.204 g/mol

Atomic partial charges in e from the Mulliken method, atoms 1 to 4: -1.13 0.61 -0.70 -1.10


Energy comparison, zero being the most stable, in kJ/mol: version one 0.0; version two 30.8.


Version one
Here is the molecule C6H13NS from the OMol25 dataset. Energies are from ωB97M-V with the def2-TZVPD basis set.

Geometry as ORCA input:
```
! wB97M-V def2-TZVPD RIJCOSX def2/J DEFGRID3
* xyz 0 1
C -0.570 2.156 0.894
C -0.463 0.834 0.883
C -0.199 0.012 -0.295
C 0.065 0.727 -1.592
C -1.039 -1.239 -0.456
C -1.147 -2.125 0.782
S 1.802 -0.888 0.162
N 2.690 0.553 0.104
H -0.776 2.693 1.804
H -0.474 2.752 0.004
H -0.574 0.290 1.808
H 0.869 1.449 -1.474
H 0.347 0.014 -2.364
H -0.838 1.246 -1.918
H -0.616 -1.833 -1.269
H -2.045 -0.926 -0.761
H -1.699 -1.635 1.579
H -0.155 -2.370 1.147
H -1.660 -3.048 0.529
H 3.434 0.511 -0.581
H 3.048 0.828 1.013
*
```

## Properties
* SMILES: C=C[C@](C)(CC)SN
* E_LUMO: 0.692 eV
* HOMO-LUMO gap: 0.33080 hartree
* M: 131.244 g/mol

Atomic partial charges in e from the Mulliken method, atoms 1 to 4: -0.87 -0.43 1.36 -2.04


Version two
Here is the molecule C6H13NS from the OMol25 dataset. Energies are from ωB97M-V with the def2-TZVPD basis set.

Geometry as ORCA input:
```
! wB97M-V def2-TZVPD RIJCOSX def2/J DEFGRID3
* xyz 0 1
C -2.766 -0.441 -0.153
C -1.322 -0.853 0.228
C -0.224 -0.602 -0.915
C 0.640 0.125 0.116
C 0.627 1.665 -0.199
C 2.015 -0.456 0.730
S 3.544 -0.589 -0.173
N -0.341 -0.157 1.104
H -2.911 -0.904 -1.231
H -2.851 0.703 0.032
H -3.479 -0.821 0.582
H -1.292 -1.964 0.288
H -0.548 -0.143 -1.935
H 0.387 -1.418 -1.544
H -0.369 1.870 -0.614
H 1.214 1.372 -1.089
H 0.782 2.483 0.580
H 2.390 0.326 1.514
H 1.823 -1.449 1.337
H 3.323 0.765 -0.558
H -0.641 0.489 1.901
*
```

## Properties
* SMILES: C[C@H]1C[C@](C)(CS)N1
* E_LUMO: 0.868 eV
* HOMO-LUMO gap: 0.33363 hartree
* M: 131.244 g/mol

Atomic partial charges in e from the Mulliken method, atoms 1 to 4: -1.09 -0.03 -0.89 1.25


Energy comparison, zero being the most stable, in kJ/mol: version one 0.0; version two 262.8.


Version one
Here is the molecule C4H8FN from the OMol25 dataset. Energies are from ωB97M-V with the def2-TZVPD basis set.

Geometry as ORCA input:
```
! wB97M-V def2-TZVPD RIJCOSX def2/J DEFGRID3
* xyz 0 1
C 2.096 -0.901 -0.174
C 1.559 0.220 0.280
C 0.072 0.445 0.339
F -0.245 1.545 -0.409
C -0.797 -0.765 -0.041
N -2.225 -0.468 -0.015
H 3.197 -0.917 -0.197
H 1.580 -1.678 -0.721
H 2.149 1.035 0.731
H -0.174 0.716 1.330
H -0.622 -0.884 -1.113
H -0.613 -1.700 0.579
H -2.455 0.072 0.804
H -2.852 -1.264 -0.054
*
```

## Properties
* SMILES: C=C[C@@H](F)CN
* E_LUMO: 1.046 eV
* HOMO-LUMO gap: 0.37760 hartree
* M: 89.113 g/mol

Atomic partial charges in e from the Mulliken method, atoms 1 to 4: -0.67 -0.34 0.50 -0.31


Version two
Here is the molecule C4H8FN from the OMol25 dataset. Energies are from ωB97M-V with the def2-TZVPD basis set.

Geometry as ORCA input:
```
! wB97M-V def2-TZVPD RIJCOSX def2/J DEFGRID3
* xyz 0 1
N -1.393 1.073 -0.187
C -0.883 -0.259 -0.104
C 0.284 -0.461 -1.114
C 1.243 -0.148 0.005
F 1.507 1.240 -0.041
C 0.144 -0.417 1.056
H -1.895 1.221 0.673
H -0.610 1.728 -0.155
H -1.731 -1.008 -0.145
H 0.235 0.232 -1.962
H 0.437 -1.492 -1.410
H 2.238 -0.610 0.043
H 0.166 0.296 1.858
H 0.258 -1.394 1.484
*
```

## Properties
* SMILES: N[C@H]1C[C@@H](F)C1
* E_LUMO: 1.080 eV
* HOMO-LUMO gap: 0.38072 hartree
* M: 89.113 g/mol

Atomic partial charges in e from the Mulliken method, atoms 1 to 4: -0.73 0.16 -0.97 0.12


Energy comparison, zero being the most stable, in kJ/mol: version one 30.4; version two 0.0.